[1]
{"formula": "C4H14O4", "method": "ωB97M-V/def2-TZVPD", "species": ["C", "C", "C", "C", "O", "H", "H", "H", "H", "H", "H", "H", "H", "O", "H", "H", "O", "H", "H", "O", "H", "H"], "positions_angstrom": [[-1.36282, -2.04026, 2.04234], [-1.72528, -1.36344, 0.82723], [-1.80350, 0.01296, 0.67719], [-2.09982, 0.68543, -0.60369], [-1.08710, 1.67952, -0.77867], [-0.23932, -2.44606, 1.97168], [-1.40760, -1.64639, 2.98820], [-2.06157, -3.00626, 2.15536], [-1.95360, -1.84053, -0.20628], [-1.64321, 0.69154, 1.51757], [-3.06060, 1.12692, -0.75659], [-1.90373, -0.07786, -1.51630], [-0.29053, 1.43886, -0.26051], [1.18182, -1.65237, -0.42482], [0.54202, -1.19968, 0.21868], [1.26540, -2.54524, -0.03303], [1.83975, 2.35712, -0.54197], [1.62182, 2.74772, -1.42793], [2.34280, 1.57392, -0.78820], [3.36992, 0.30331, -0.83000], [3.70305, 0.18507, 0.03149], [2.59848, -0.27070, -0.94873]], "forces_ev_per_a": [[1.2, -6.0, -0.9], [-1.0, 4.3, -3.3], [-0.6, -2.8, 1.1], [2.8, -1.7, -2.6], [0.0, 0.4, 0.3], [-2.3, 0.5, 0.1], [-0.3, 2.0, 1.8], [1.7, 1.7, -0.3], [0.6, 0.0, 2.2], [0.0, -0.2, 0.0], [-0.6, 0.4, 0.3], [-0.9, 1.2, 2.0], [-0.4, 0.3, -0.6], [-1.1, 0.2, 1.7], [1.1, -0.7, -1.4], [0.1, 0.6, -0.5], [-1.1, 1.2, -1.3], [0.1, -0.3, 1.4], [0.6, -0.2, 0.1], [-0.4, 0.0, -2.1], [0.4, -0.4, 1.6], [0.3, -0.5, 0.4]], "lowdin_charge": [-0.136, -0.216, -0.116, -0.268, -0.103, 0.109, 0.033, 0.125, 0.140, 0.122, 0.103, 0.152, 0.056, -0.083, 0.049, 0.058, -0.089, 0.069, -0.052, -0.023, 0.041, 0.027], "smiles": "C/C=C/CO.O.O.O", "homo_energy_ev": -9.5, "e_above_lowest_kcal_mol": 42.7, "e_tot_ha": -461.68821, "orbital_gap_ev": 9.895}

[2]
{"formula": "C4H15BCl4GaNO4P", "method": "ωB97M-V/def2-TZVPD", "species": ["N", "B", "O", "Ga", "P", "O", "O", "O", "H", "H", "H", "H", "H", "H", "H", "Cl", "C", "C", "Cl", "H", "H", "H", "H", "Cl", "C", "C", "Cl", "H", "H", "H", "H"], "positions_angstrom": [[3.61058, -2.88478, -0.06348], [3.22809, -1.90502, -1.19745], [3.92990, -0.60712, -1.38699], [1.65484, -2.41217, -2.44957], [-0.32295, -1.83262, -1.30478], [0.09583, -0.69882, -0.24886], [-1.46877, -1.11459, -2.40196], [-0.89381, -3.24278, -0.45697], [2.72929, -3.22489, 0.40519], [4.04604, -2.23935, 0.66117], [3.26240, 0.07158, -1.01537], [1.78640, -3.99634, -2.74706], [1.66091, -1.67398, -3.87340], [-1.73668, -0.24446, -1.95039], [-0.19511, -3.95694, -0.67288], [2.60000, 2.14771, 3.73606], [1.17011, 2.68715, 2.82235], [0.72018, 1.65767, 1.79771], [1.88503, 1.48561, 0.46080], [1.40883, 3.64618, 2.35192], [0.37319, 2.85624, 3.55278], [-0.22894, 1.96741, 1.35150], [0.57812, 0.67231, 2.25219], [-2.80204, 1.85055, -1.82815], [-3.76908, 1.10117, -0.53444], [-3.93213, 2.01889, 0.66697], [-2.39846, 2.26320, 1.53989], [-3.29232, 0.15566, -0.25746], [-4.74968, 0.87413, -0.96349], [-4.63410, 1.57717, 1.37971], [-4.31566, 3.00124, 0.37447]], "forces_ev_per_a": [[-0.7, 3.3, 0.4], [0.5, 0.3, 1.3], [-2.0, -0.8, 1.9], [0.5, -0.5, -1.2], [1.3, 2.7, 2.0], [-2.3, -3.2, -2.6], [0.3, 0.1, 2.9], [1.3, 0.3, -1.4], [1.2, 0.2, -1.0], [-0.3, -1.2, -0.9], [1.5, -1.5, -1.0], [-0.4, -0.1, 0.2], [-0.2, 0.1, 0.2], [0.7, -1.7, -0.9], [-1.6, 1.7, 0.2], [0.1, 0.0, 0.1], [-0.3, 0.1, -0.3], [0.0, -0.1, 0.1], [0.2, 0.5, 0.3], [0.1, -0.3, 0.1], [0.1, -0.1, -0.1], [0.7, -0.1, 0.0], [0.1, 0.2, -0.2], [0.0, 0.1, 0.1], [-0.2, -0.1, 0.2], [-0.3, 0.0, -0.1], [-0.6, 0.1, 0.0], [0.0, 0.2, 0.0], [0.1, 0.1, 0.1], [0.1, 0.0, -0.1], [0.2, -0.2, 0.0]], "lowdin_charge": [0.026, -0.655, -0.103, 0.285, 0.554, -0.533, -0.335, -0.331, 0.050, 0.060, 0.021, -0.118, -0.112, -0.035, 0.050, 0.520, -0.673, -0.687, 0.617, 0.067, 0.064, -0.052, 0.077, 0.601, -0.634, -0.638, 0.630, 0.072, 0.076, 0.071, 0.067], "homo_energy_ev": -4.5, "total_charge": -1, "e_above_lowest_kcal_mol": 49.4, "e_tot_ha": -4649.01708, "orbital_gap_ev": 6.796}